Entry 1:
Molecular formula: C21H32FN9O3S
Method: DFT, ωB97M-V with the def2-TZVPD basis set

The value obtained for the HOMO energy is -9.87 eV. For the total energy, the calculation gives -55398.2514 eV. As for the orbital gap: 10.2 eV. As for the SMILES: O=C(OS)OCCF.CC#N.CC#N.CC#N.CC#N.CC#N.CC#N.CC#N.CC#N.CC#N. The multiplicity is 1.

Geometry as XYZ:
```
67
Properties=species:S:1:pos:R:3:nbo_charge:R:1
O 3.32482 -4.27414 0.57842 -0.57
C 2.84460 -3.18557 0.64535 0.99
O 3.51270 -2.05191 0.22995 -0.69
S 4.12117 -2.18903 -1.32885 0.32
O 1.68865 -2.90684 1.22341 -0.48
C 0.87915 -1.84686 0.68193 -0.11
C -0.41250 -2.37720 0.06010 0.03
F -0.70032 -3.65076 0.51532 -0.36
H 3.32007 -1.27564 -1.90127 0.11
H 1.41460 -1.23838 -0.03118 0.21
H 0.63155 -1.19349 1.51249 0.19
H -1.21941 -1.71347 0.35655 0.17
H -0.37791 -2.34988 -1.02393 0.18
C 4.42560 -0.12211 2.52102 -0.75
C 4.53278 1.30386 2.76391 0.33
N 4.61645 2.43430 2.94607 -0.39
H 3.93833 -0.32484 1.57151 0.27
H 5.41038 -0.58774 2.49498 0.25
H 3.84452 -0.60108 3.30875 0.29
C -2.14786 -3.59445 -4.43535 -0.72
C -2.13020 -2.42430 -3.57416 0.31
N -2.11621 -1.50426 -2.88798 -0.37
H -1.39741 -3.50948 -5.21683 0.27
H -1.95221 -4.49661 -3.85606 0.25
H -3.11700 -3.69254 -4.91506 0.26
C 1.97923 4.50092 3.73366 -0.73
C 0.63865 4.46693 4.29807 0.31
N -0.42311 4.43747 4.73259 -0.37
H 2.66415 5.02894 4.39407 0.26
H 2.36829 3.49587 3.58313 0.28
H 1.97501 5.00881 2.77109 0.26
C 4.65342 1.03129 7.27281 -0.72
C 3.85069 0.42174 6.22530 0.32
N 3.22329 -0.05826 5.39414 -0.36
H 5.69616 1.08626 6.96610 0.26
H 4.30105 2.03990 7.47980 0.26
H 4.58980 0.44651 8.18837 0.26
C -5.06120 -0.06038 -6.08161 -0.73
C -3.98122 -0.99346 -6.35926 0.32
N -3.12400 -1.72379 -6.57858 -0.37
H -4.68263 0.95695 -6.01063 0.27
H -5.80872 -0.09478 -6.87239 0.25
H -5.54490 -0.29803 -5.13881 0.27
C -9.26704 -0.02313 -3.54835 -0.72
C -8.01845 0.70039 -3.73315 0.30
N -7.03616 1.27488 -3.87889 -0.35
H -9.89946 0.49125 -2.82749 0.26
H -9.80652 -0.09659 -4.49065 0.26
H -9.07224 -1.02893 -3.18109 0.26
C -2.13066 2.24484 -0.94028 -0.73
C -1.11368 1.21392 -1.05841 0.33
N -0.31675 0.39559 -1.15160 -0.38
H -2.89216 1.95038 -0.22018 0.25
H -1.69139 3.18390 -0.61349 0.26
H -2.61975 2.41897 -1.89652 0.27
C -3.39905 4.81621 2.19662 -0.73
C -3.39071 5.07074 0.76330 0.30
N -3.38421 5.27519 -0.36598 -0.35
H -2.60196 5.37164 2.68714 0.27
H -4.34953 5.12049 2.63030 0.26
H -3.25189 3.75640 2.39744 0.26
C 7.15976 -4.49614 -0.37656 -0.73
C 8.17021 -3.45698 -0.49786 0.29
N 8.96641 -2.63682 -0.59372 -0.34
H 6.32443 -4.15701 0.23511 0.26
H 6.76812 -4.77022 -1.35442 0.26
H 7.57818 -5.38912 0.08392 0.25
```

---

Entry 2:
Molecular formula: C21H32N2O5
Method: DFT, ωB97M-V with the def2-TZVPD basis set

The value obtained for the HOMO energy is -8.34 eV. For the total energy, the calculation gives -35514.5608 eV. As for the orbital gap: 8.9 eV. As for the SMILES: COc1cc(C(=O)NCCCOC(C)C)ccc1OC1CCN(C(C)=O)CC1. The multiplicity is 1.

Geometry as XYZ:
```
60
Properties=species:S:1:pos:R:3:nbo_charge:R:1
C 1.11932 -3.67550 -0.63757 -0.25
H 1.75783 -4.40128 -0.13571 0.20
O 0.41370 -3.02547 0.38996 -0.52
C -0.46642 -2.02256 0.05683 0.29
C -0.72631 -1.64463 -1.25208 -0.29
C -1.64329 -0.63944 -1.54948 -0.15
C -2.32373 -0.01927 -0.50802 -0.18
C -2.05836 -0.36862 0.79883 -0.25
C -1.12811 -1.35740 1.10986 0.26
O -1.00078 -1.62568 2.43621 -0.51
C 0.21997 -2.07983 3.00072 0.10
C 1.38884 -1.12667 2.69315 -0.44
H 2.32808 -1.67932 2.71072 0.22
H 1.25629 -0.72442 1.68776 0.22
C 1.42864 0.01585 3.72196 -0.22
N 0.09982 0.30669 4.19766 -0.45
C -0.73960 1.24159 3.68613 0.69
O -1.89088 1.34023 4.06303 -0.63
C -0.15764 2.18517 2.65304 -0.71
H 0.66881 2.75675 3.07031 0.22
H 0.18330 1.63387 1.78035 0.22
H -0.94275 2.87254 2.34997 0.24
C -0.45154 -0.74852 5.02686 -0.22
C -0.02120 -2.13034 4.51219 -0.43
H 0.90039 -2.46116 4.99316 0.20
H -0.80253 -2.85613 4.73208 0.23
H -1.53680 -0.64161 4.98494 0.25
H -0.12465 -0.61173 6.06451 0.19
H 1.89192 0.90379 3.29468 0.22
H 2.02455 -0.28733 4.58964 0.20
H 0.45476 -3.08309 2.62630 0.21
H -2.56213 0.11426 1.62144 0.25
H -3.05204 0.74145 -0.74250 0.24
C -1.92660 -0.17337 -2.93607 0.67
O -2.94661 0.42909 -3.21844 -0.63
N -0.97826 -0.47884 -3.86193 -0.61
H -0.06586 -0.73766 -3.52048 0.40
C -0.97373 0.17112 -5.15134 -0.22
C 0.21969 1.12036 -5.29478 -0.42
C 0.33136 2.07929 -4.11004 -0.07
O 0.85272 1.36550 -3.00752 -0.57
C 1.20651 2.14369 -1.87842 0.11
C 0.00884 2.83068 -1.22084 -0.65
H -0.75214 2.09324 -0.97509 0.22
H -0.42654 3.57764 -1.87936 0.21
H 0.33113 3.32738 -0.30976 0.21
C 1.87611 1.17979 -0.90212 -0.62
H 1.15036 0.43503 -0.58195 0.21
H 2.25129 1.71949 -0.03710 0.21
H 2.70444 0.67233 -1.38989 0.21
H 1.93329 2.91440 -2.19439 0.16
H 1.00610 2.91329 -4.35968 0.17
H -0.65928 2.49076 -3.87701 0.18
H 0.11060 1.69467 -6.21491 0.22
H 1.14504 0.54330 -5.35365 0.20
H -0.94140 -0.58489 -5.94409 0.19
H -1.91593 0.72087 -5.22759 0.23
H -0.23859 -2.17088 -2.05645 0.22
H 1.74425 -2.97629 -1.20327 0.18
H 0.44572 -4.20219 -1.32073 0.18
```

---

Entry 3:
Molecular formula: C21H32N4O
Method: DFT, ωB97M-V with the def2-TZVPD basis set

The value obtained for the HOMO energy is -7.67 eV. For the total energy, the calculation gives -30303.8572 eV. As for the orbital gap: 8.3 eV. As for the SMILES: CC(C)CCN1CCN(Cc2cccn2-c2ccccn2)C[C@@H]1CCO. The multiplicity is 1.

Geometry as XYZ:
```
58
Properties=species:S:1:pos:R:3:nbo_charge:R:1
C -4.67397 -0.01711 -0.23885 -0.61
H -4.52336 -1.09212 -0.17114 0.20
H -5.69364 0.17049 -0.56993 0.20
H -3.98101 0.37923 -0.97360 0.23
C -4.42738 0.63090 1.11949 -0.21
C -5.41257 0.07785 2.14906 -0.60
H -5.25731 -0.99082 2.28129 0.20
H -5.28360 0.56562 3.11325 0.20
H -6.43730 0.23663 1.82036 0.20
C -2.99019 0.39990 1.59792 -0.40
H -2.91970 0.69919 2.64696 0.20
H -2.76721 -0.66608 1.53898 0.20
C -1.93176 1.19081 0.81984 -0.21
N -1.70685 0.64941 -0.50889 -0.47
C -1.32338 1.61797 -1.51481 -0.21
C 0.15733 2.00898 -1.45157 -0.25
N 0.94841 0.80357 -1.59896 -0.45
C 0.65992 -0.10739 -0.51006 -0.25
H 0.89539 0.34213 0.47347 0.17
C -0.82503 -0.50823 -0.53440 -0.05
C -1.13966 -1.38182 -1.75668 -0.43
H -0.60248 -1.00764 -2.62732 0.22
H -2.21258 -1.33098 -1.94072 0.22
C -0.75988 -2.84163 -1.53180 -0.06
O -1.52072 -3.35827 -0.45762 -0.73
H -1.32221 -4.29389 -0.35316 0.47
H 0.31413 -2.92538 -1.30832 0.15
H -0.96260 -3.41287 -2.44907 0.16
H -1.03976 -1.10531 0.35557 0.22
H 1.27864 -0.99896 -0.62744 0.20
C 2.37392 1.04377 -1.79740 -0.26
C 3.06417 1.68235 -0.63305 0.14
C 3.13003 3.01370 -0.32135 -0.28
C 3.76194 3.13915 0.93620 -0.28
C 4.03921 1.87875 1.36808 -0.07
N 3.61747 0.98044 0.41841 -0.37
C 3.77131 -0.39656 0.53955 0.39
N 4.00140 -1.08893 -0.56968 -0.45
C 4.15804 -2.39707 -0.48313 0.05
C 4.10412 -3.09592 0.71040 -0.28
C 3.86248 -2.37595 1.87270 -0.15
C 3.69026 -1.00809 1.79536 -0.27
H 3.47620 -0.42555 2.67711 0.23
H 3.80013 -2.87807 2.82725 0.22
H 4.24178 -4.16505 0.73267 0.22
H 4.33902 -2.89986 -1.42437 0.20
H 4.54809 1.55298 2.25346 0.21
H 3.98241 4.05279 1.45204 0.22
H 2.77469 3.81900 -0.93420 0.22
H 2.46930 1.70243 -2.66490 0.21
H 2.84041 0.08475 -2.02875 0.24
H 0.36760 2.52966 -0.50002 0.17
H 0.39386 2.68747 -2.27446 0.20
H -1.51857 1.17292 -2.49434 0.19
H -1.95046 2.50636 -1.41116 0.20
H -1.00648 1.21735 1.41913 0.17
H -2.27839 2.22207 0.71353 0.19
H -4.59355 1.71092 1.02911 0.18
```

---

Entry 4:
Molecular formula: C21H32N4O3
Method: DFT, ωB97M-V with the def2-TZVPD basis set

The value obtained for the HOMO energy is -9.20 eV. For the total energy, the calculation gives -34398.6940 eV. As for the orbital gap: 9.9 eV. As for the SMILES: CCCCC/C=C/CC(=O)N1CC[C@@H]2C[C@]2(C(=O)NCc2nc(C)no2)CC1. The multiplicity is 1.

Geometry as XYZ:
```
60
Properties=species:S:1:pos:R:3:nbo_charge:R:1
C -6.16308 2.06370 -1.23160 -0.60
C -4.66452 2.33661 -1.21465 -0.39
C -3.86811 1.21060 -0.56740 -0.39
C -2.36829 1.47120 -0.54317 -0.38
C -1.58453 0.33398 0.11372 -0.43
C -0.09713 0.57045 0.12462 -0.18
C 0.49632 1.48998 0.87306 -0.18
C 1.96309 1.78650 0.82025 -0.54
C 2.53048 2.16315 2.18494 0.70
O 1.80397 2.56335 3.07897 -0.63
N 3.88020 2.08185 2.34470 -0.45
C 4.44885 2.51923 3.61975 -0.21
C 5.74373 1.78367 3.93845 -0.42
C 5.54517 0.29229 3.96581 -0.19
C 6.52986 -0.66125 3.39134 -0.38
C 5.20243 -0.47976 2.69066 -0.16
C 4.21392 -1.56817 3.00685 0.70
O 4.39232 -2.34632 3.93166 -0.64
N 3.06600 -1.63671 2.28188 -0.61
C 2.12745 -2.69141 2.60189 -0.28
C 1.01961 -2.75531 1.61200 0.54
N -0.22093 -3.03209 1.82609 -0.49
C -0.74335 -3.04296 0.55005 0.33
C -2.17136 -3.32670 0.26321 -0.66
N 0.12198 -2.78689 -0.38240 -0.16
O 1.31674 -2.59539 0.32175 -0.31
C 5.17242 0.19506 1.32298 -0.41
C 4.80237 1.69039 1.29715 -0.22
H -6.71534 2.88011 -1.69812 0.21
H -6.38731 1.14996 -1.78600 0.20
H -6.54821 1.93732 -0.21766 0.20
H -4.30559 2.48852 -2.23723 0.19
H -4.46565 3.27004 -0.67941 0.19
H -4.22611 1.05737 0.45713 0.19
H -4.06569 0.27464 -1.10290 0.19
H -2.00388 1.61802 -1.56535 0.20
H -2.16275 2.40291 -0.00788 0.20
H -1.94342 0.20455 1.14017 0.21
H -1.79758 -0.59621 -0.41718 0.20
H 0.49910 -0.02352 -0.56436 0.20
H -0.07892 2.09367 1.56754 0.22
H 2.50055 0.95478 0.36068 0.21
H 2.13970 2.65700 0.17516 0.24
H 4.61378 3.60192 3.60640 0.19
H 3.70535 2.32202 4.39022 0.24
H 6.53911 2.05177 3.24040 0.20
H 6.08901 2.11525 4.92023 0.23
H 5.00887 -0.07793 4.83185 0.24
H 7.38042 -0.23400 2.87370 0.21
H 6.69601 -1.59848 3.90078 0.25
H 2.89849 -1.05739 1.48011 0.41
H 2.64346 -3.65662 2.60554 0.24
H 1.70240 -2.56075 3.59568 0.24
H -2.35167 -3.31986 -0.80904 0.24
H -2.44186 -4.30109 0.66900 0.24
H -2.80177 -2.57880 0.74375 0.24
H 6.14093 0.07176 0.83263 0.22
H 4.47804 -0.34230 0.67469 0.20
H 4.39035 1.94602 0.32293 0.22
H 5.69814 2.30301 1.39414 0.20
```